# 1
158
Properties=species:S:1:pos:R:3 method="wB97M-V/def2-TZVPD" homo_energy_ha=-0.325 de_lowest_ev=0.634 max_force_ev_per_a=2.84 energy_ha=-3228.286078
O 8.8093 7.8323 19.5035
O 0.1015 9.0293 28.6360
O -3.1472 6.9533 22.7509
O 3.1349 4.2885 19.2449
O 7.3908 9.0070 28.7066
O 5.4880 11.0865 27.9131
O 8.3923 6.6297 22.0152
O 6.4698 7.6946 26.2799
O 5.4405 10.3120 21.3890
O 7.9691 3.6950 25.9111
O 0.1272 8.3313 25.6650
O 2.8923 12.0644 21.1424
O 5.2935 2.1615 23.8400
O 5.5475 8.2217 19.4597
O 2.8538 8.9031 24.6015
O 4.6964 6.7198 24.5659
O -0.5761 2.7414 24.9188
O 1.7929 5.7495 21.4687
O 2.3794 7.0244 28.4348
O -0.9606 5.8334 21.1568
O 3.8724 4.6219 22.9238
O 8.5339 9.4066 21.7706
N 2.9172 3.9969 30.5641
N 4.8894 11.5664 24.2646
N 7.3394 3.1247 28.7593
N -0.0961 5.6586 27.1149
C 4.8701 3.8678 22.2011
C 8.4421 7.4544 23.1596
C 8.6983 3.7001 24.6813
C -0.8862 1.3476 24.8752
C 2.3687 6.3770 20.3220
C 7.6299 2.3947 26.4322
C 2.2056 5.3661 19.1948
C 1.5844 6.0080 31.2645
C 7.8464 8.8514 22.8907
C 5.8904 3.1909 23.1167
C 3.0477 5.8799 29.0482
C -0.8234 9.3822 27.5921
C 7.0528 12.0281 25.2978
C 1.5611 4.3898 25.9762
C 7.7808 7.3740 18.6445
C 3.1661 8.1988 23.4661
C 0.0813 4.6878 26.0488
C 5.5048 3.4543 27.1927
C 7.0159 7.0117 27.4254
C 7.9734 7.8835 28.1806
C -1.2734 5.3946 22.5174
C -2.7215 5.5971 22.8451
C 6.6857 2.5485 27.6358
C 5.1046 11.4214 20.5508
C 5.7229 11.2621 25.4391
C -0.8211 3.4645 26.1102
C 4.9488 11.6641 26.7459
C -0.1263 9.6180 26.2923
C 6.4433 7.1297 19.3255
C 2.1699 5.1752 30.1154
C 3.6778 11.4356 20.1199
C 3.2753 7.9056 27.7381
C 4.8398 11.6080 29.0557
C 4.6028 7.6624 23.4620
H 0.4930 8.2196 28.3024
H 7.8899 6.9442 23.9596
H 0.0576 0.7611 24.7193
H 3.8698 11.4558 26.6172
H 4.8010 12.6980 28.8951
H 6.8006 12.9838 24.8594
H 7.8319 11.5491 24.6660
H 2.8469 3.7542 20.0179
H 6.9991 1.8887 25.6132
H 4.3624 2.9842 21.7672
H -1.0185 4.3508 22.5553
H 7.5942 6.1552 27.1509
H 8.0590 9.4846 23.8222
H 8.5803 1.7551 26.5607
H 9.3480 9.7886 22.0464
H 3.4303 6.5679 20.6433
H 2.9560 8.8066 22.5864
H 0.8402 5.6418 21.3107
H 5.9065 10.1878 25.5532
H 3.9565 6.2048 29.5662
H 5.4224 10.5541 22.3522
H 5.9063 6.3864 18.6943
H 8.2004 6.4416 18.2346
H -1.3835 10.3074 27.9079
H 1.1885 5.2781 31.9535
H -1.2560 6.7125 21.1226
H 5.8598 8.8972 20.0796
H 3.8706 11.1899 29.2404
H 4.0278 8.4494 28.3786
H -1.5572 8.5523 27.6043
H 5.8228 7.0998 25.8397
H 8.9227 6.9861 21.2955
H 3.0729 4.7981 22.3500
H 7.4205 12.2916 26.2866
H 7.5650 8.0443 17.7687
H 0.7765 5.9992 27.4436
H 7.3615 4.1251 28.6772
H 8.5610 8.6734 19.9309
H 6.8123 8.7588 22.5405
H 5.0563 12.5638 24.0782
H -2.5802 7.4951 23.3021
H 5.0086 3.7418 28.1157
H -3.0680 5.0883 23.8174
H 3.9204 11.3231 24.3611
H 4.7393 7.1694 22.5030
H 4.2971 5.8805 24.2744
H 5.3936 8.3732 23.7095
H -0.5808 6.4809 26.7125
H 0.8072 6.7339 30.9555
H 3.3916 10.4064 19.9831
H 1.1834 4.9453 19.2074
H 1.9324 7.3728 20.1250
H 3.4737 8.7930 25.3369
H 5.7401 11.3198 19.6434
H 2.1192 5.2322 25.5380
H 5.3226 12.4087 21.0129
H 2.3788 6.6328 31.6714
H -1.8880 3.7676 26.1198
H 5.0031 12.7253 26.7716
H -1.4551 1.0070 25.7455
H 8.3079 3.0215 23.9075
H 9.7637 3.4143 24.8920
H 6.2293 1.6106 27.8671
H 5.9137 4.3117 26.7097
H -0.6314 5.8827 23.2544
H 4.7936 2.9836 26.4683
H 1.8250 3.4920 25.3648
H 2.2930 3.4213 31.0420
H -3.3056 5.0575 22.0595
H 4.6128 2.5044 24.4053
H 6.9381 9.4755 27.9618
H 3.8285 7.3784 27.0005
H 1.3706 4.7788 29.5573
H 1.9271 11.9392 21.0353
H -0.7721 10.1756 25.6200
H 8.9118 8.0601 27.6076
H 2.4442 5.8033 18.2298
H 0.8038 10.1312 26.3892
H 6.1828 6.7233 28.0175
H 1.8972 4.1911 27.0188
H 5.4778 11.3416 29.9471
H 8.7723 4.7303 24.3951
H 9.5042 7.5262 23.4709
H 5.2903 4.4499 21.4053
H 3.3103 5.1191 28.3206
H 8.2469 2.7016 28.9616
H 1.0054 8.3934 25.2923
H 2.4622 7.3295 23.4717
H 3.5912 4.2788 31.2829
H 6.3521 3.9596 23.7488
H -0.6093 2.8580 26.9677
H 2.6662 8.6854 27.3299
H 8.2776 7.3107 29.0393
H -1.3969 1.2317 23.9254
H 3.5045 11.9274 19.1883
H -0.1692 5.2522 25.1055
H 6.6426 6.7153 20.3063
H 6.6348 2.8016 22.4757


# 2
17
Properties=species:S:1:pos:R:3 method="wB97M-V/def2-TZVPD" total_charge=+1 homo_energy_ha=-0.465 de_lowest_ev=3.423 max_force_ev_per_a=4.39 energy_ha=-301.505838
N -1.2406 -0.3614 1.3842
N 1.4746 -1.9982 -0.9617
N 1.1527 0.4309 0.4701
N -2.2970 0.0319 1.1823
C 1.0552 1.3787 -0.6423
C -3.3796 0.5862 1.0024
H 0.7568 -1.7704 -1.7158
H 0.6421 0.8815 -1.5943
H 2.3388 -1.7307 -1.3559
H 1.4790 -3.0073 -0.6973
H 0.4261 2.2368 -0.4146
H 2.0529 1.5792 -0.8930
H 1.3028 -0.5716 -0.0066
H 1.8651 0.6620 1.0961
H -3.8263 1.2527 1.7675
H -4.1046 0.0794 0.3881
H 0.3019 0.3202 0.9908


# 3
23
Properties=species:S:1:pos:R:3 method="wB97M-V/def2-TZVPD" homo_energy_ha=-0.335 de_lowest_ev=1.064 max_force_ev_per_a=3.23 energy_ha=-351.291090 smiles=Cc1ccccc1.CC
C -1.5484 -1.1303 -0.1656
C -0.2267 -0.6946 1.7828
C -0.5618 -1.9924 -0.6382
C 0.5640 -2.2896 0.1256
C 1.3660 2.0539 -2.1865
C 1.9882 1.5165 -0.8840
C -2.4504 0.4759 1.6070
C -1.4448 -0.5706 1.0852
C 0.6486 -1.6882 1.3731
H 0.0035 -0.0870 2.6115
H 2.6171 2.3873 -0.6766
H -3.3294 -0.1590 1.6037
H 2.4500 0.5257 -0.9566
H 1.3120 -2.9978 -0.2668
H 2.1447 2.5582 -2.7452
H -2.5084 1.4120 1.0469
H -0.7066 -2.4950 -1.5873
H 0.6131 2.8222 -1.9431
H -2.2190 0.7021 2.6700
H 1.2393 1.4043 -0.1336
H 1.6485 -1.8281 1.8388
H 0.8120 1.2560 -2.7105
H -2.4116 -1.1815 -0.8507


# 4
16
Properties=species:S:1:pos:R:3 method="wB97M-V/def2-TZVPD" total_charge=+1 homo_energy_ha=-0.507 de_lowest_ev=3.299 max_force_ev_per_a=5.11 energy_ha=-379.383590
O 2.5096 0.9263 0.1824
O 2.2504 -1.2680 0.0780
N -0.4108 1.6199 0.1552
N -0.9607 -0.5883 -0.1277
C -0.1547 0.3884 -0.0681
C 1.9238 -0.1091 -0.4504
C -2.4581 -0.5625 0.1547
H -2.8435 -1.2986 -0.6174
H -2.6846 -0.9874 1.0650
H 1.8391 0.0253 -1.5448
H 2.6666 -1.8618 -0.5876
H 0.4206 2.1338 0.3395
H 2.8201 0.7681 1.1644
H -0.7212 -1.6094 -0.1207
H -2.9155 0.3857 -0.2323
H -1.2811 2.0377 0.6098